1.
{
  "formula": "C24H33AsCsN2O8P2S",
  "method": "the ωB97M-V functional and the def2-TZVPD basis",
  "homo_lumo_gap_ev": 6.88,
  "total_charge": -1,
  "lumo_energy_ha": 0.0668,
  "largest_force_ev_per_a": 3.3,
  "symbols": ["Cs", "C", "P", "C", "C", "C", "P", "C", "C", "H", "H", "H", "H", "H", "H", "H", "H", "H", "H", "H", "H", "H", "H", "H", "H", "O", "C", "C", "C", "C", "N", "C", "C", "C", "C", "C", "C", "O", "C", "C", "N", "H", "H", "H", "H", "H", "H", "H", "H", "H", "H", "H", "H", "O", "As", "O", "O", "C", "C", "C", "C", "C", "C", "S", "O", "O", "O", "H", "H", "H", "H", "H"],
  "positions_angstrom": [[0.421309, -1.367858, 0.575649], [-2.421422, 2.661412, 3.581079], [-0.846626, 2.417125, 2.665317], [-0.625346, 4.128774, 2.056269], [0.324838, 2.447011, 4.098525], [0.365244, 1.160702, 4.913626], [1.078560, -0.270398, 3.984179], [1.044381, -1.568035, 5.260749], [2.852797, 0.182199, 4.056376], [-2.370604, 3.482381, 4.302510], [-2.704262, 1.754154, 4.116258], [-3.227433, 2.881434, 2.879217], [-0.740795, 4.894573, 2.828271], [-1.357183, 4.316138, 1.268450], [0.361969, 4.239765, 1.606465], [0.055814, 3.286936, 4.752664], [1.319620, 2.669690, 3.701228], [-0.646733, 0.900916, 5.239868], [0.951956, 1.330227, 5.826302], [1.549164, -1.288869, 6.190677], [1.522698, -2.455424, 4.845908], [0.009797, -1.830852, 5.493676], [3.128120, 0.545629, 5.051847], [3.072946, 0.951565, 3.316118], [3.469375, -0.681364, 3.801087], [-3.609787, 5.235627, -3.308545], [-4.132563, 4.816460, -2.061621], [-3.535592, 3.496338, -1.666017], [-3.791405, 2.974216, -0.398510], [-3.239255, 1.754942, -0.051940], [-2.462185, 1.040005, -0.853309], [-2.220250, 1.534451, -2.061440], [-2.735617, 2.753461, -2.514024], [-1.353798, 0.705502, -2.943269], [-1.654082, 0.547920, -4.289737], [-0.854299, -0.289691, -5.058925], [-1.156502, -0.540013, -6.513063], [-2.523399, -0.841842, -6.748313], [0.212533, -0.911010, -4.431679], [0.443840, -0.671935, -3.080093], [-0.320170, 0.113520, -2.341213], [-4.027897, 6.067394, -3.550348], [-5.224530, 4.707179, -2.121728], [-3.912232, 5.555217, -1.279646], [-4.407814, 3.501916, 0.318020], [-3.433863, 1.333620, 0.927108], [-2.481968, 3.109436, -3.501008], [-2.524807, 1.032945, -4.711958], [-0.507669, -1.343173, -6.883890], [-0.951023, 0.354840, -7.107535], [-2.776444, -1.541186, -6.134983], [0.859763, -1.600113, -4.955984], [1.260826, -1.168309, -2.576616], [-0.711579, -3.806717, 1.056586], [-0.244505, -4.433817, -0.635426], [1.361359, -4.933655, 0.132633], [0.260409, -3.050150, -1.489890], [2.559290, -4.706835, -0.435580], [2.929257, -5.520672, -1.520860], [4.158214, -5.398101, -2.132050], [5.064736, -4.458036, -1.659411], [4.711875, -3.661118, -0.589440], [3.465565, -3.756754, 0.029457], [3.233869, -2.582208, 1.372607], [4.417540, -2.672955, 2.206201], [3.087520, -1.298745, 0.682277], [1.996089, -2.964354, 2.055151], [0.109908, -3.689827, 1.563579], [2.213505, -6.258720, -1.860406], [4.405723, -6.041576, -2.968449], [6.041311, -4.348677, -2.114770], [5.411928, -2.932606, -0.204251]],
  "atomic_forces_ev_per_a": [[-1.624, 2.836, -0.439], [-0.219, 0.035, 0.154], [0.080, -0.308, 0.001], [0.064, 0.253, -0.108], [0.000, 0.342, -0.012], [0.061, -0.087, 0.337], [-0.046, 0.035, -0.327], [-0.125, -0.166, 0.313], [0.086, 0.090, 0.013], [0.075, 0.022, -0.009], [0.045, -0.044, -0.019], [0.012, -0.006, -0.062], [-0.016, -0.051, 0.079], [-0.028, -0.006, -0.015], [0.028, -0.047, -0.003], [0.020, 0.017, -0.072], [0.006, -0.011, -0.045], [-0.002, -0.097, -0.017], [-0.046, -0.020, -0.015], [0.027, 0.056, -0.035], [0.038, -0.003, -0.043], [0.011, 0.003, -0.023], [0.027, -0.018, -0.004], [0.017, 0.026, -0.005], [-0.072, -0.048, -0.037], [0.007, 0.072, -0.084], [-0.080, 0.067, 0.033], [-0.013, -0.112, 0.165], [0.019, 0.053, -0.120], [-0.098, 0.098, 0.117], [-0.003, -0.036, 0.005], [0.005, 0.088, -0.166], [0.055, -0.121, 0.099], [-0.031, -0.023, 0.030], [-0.030, 0.034, 0.165], [0.186, -0.098, 0.036], [0.101, 0.027, -0.062], [-0.106, -0.051, 0.019], [-0.034, 0.066, 0.037], [0.118, -0.122, -0.117], [-0.047, 0.151, -0.106], [0.036, -0.069, 0.012], [0.072, 0.000, 0.046], [-0.027, -0.055, -0.031], [-0.050, 0.082, -0.003], [0.023, -0.052, 0.045], [-0.036, 0.075, -0.011], [0.007, -0.015, -0.061], [-0.035, 0.063, 0.019], [0.007, -0.053, 0.057], [-0.008, 0.021, -0.026], [-0.006, -0.026, -0.095], [0.042, -0.057, 0.031], [-0.363, -0.616, -0.266], [0.119, 1.100, -0.406], [0.549, -0.232, 0.233], [-0.583, -1.654, 0.177], [-0.356, -0.334, -0.184], [0.058, 0.108, 0.044], [-0.118, -0.061, 0.007], [0.163, 0.065, -0.031], [0.026, 0.060, -0.015], [0.447, 0.097, 0.136], [0.319, -0.489, -0.057], [-0.112, 0.028, -0.091], [0.861, -0.015, 0.158], [0.462, -0.385, 0.587], [0.006, -0.537, 0.032], [-0.040, 0.012, 0.019], [0.041, 0.019, 0.000], [-0.007, -0.011, -0.009], [0.036, 0.037, 0.027]]
}

=====

2.
{
  "formula": "C24H33Cl32N2O5P",
  "method": "the ωB97M-V functional and the def2-TZVPD basis",
  "homo_lumo_gap_ev": 9.08,
  "smiles": "CC[C@@H]1[C@H](CCCCOC)NC(=O)[C@]1(CCCCN)CP(=O)(O)O.ClC(Cl)(Cl)Cl.ClC(Cl)(Cl)Cl.ClC(Cl)(Cl)Cl.ClC(Cl)(Cl)Cl.ClC(Cl)(Cl)Cl.ClC(Cl)(Cl)Cl.ClC(Cl)(Cl)Cl.ClC(Cl)(Cl)Cl",
  "lumo_energy_ha": -0.0101,
  "largest_force_ev_per_a": 4.2,
  "symbols": ["C", "C", "C", "C", "C", "C", "C", "C", "O", "C", "N", "C", "O", "C", "C", "C", "C", "C", "N", "C", "P", "O", "O", "O", "H", "H", "H", "H", "H", "H", "H", "H", "H", "H", "H", "H", "H", "H", "H", "H", "H", "H", "H", "H", "H", "H", "H", "H", "H", "H", "H", "H", "H", "H", "H", "H", "H", "C", "Cl", "Cl", "Cl", "Cl", "C", "Cl", "Cl", "Cl", "Cl", "C", "Cl", "Cl", "Cl", "Cl", "C", "Cl", "Cl", "Cl", "Cl", "C", "Cl", "Cl", "Cl", "Cl", "C", "Cl", "Cl", "Cl", "Cl", "C", "Cl", "Cl", "Cl", "Cl", "C", "Cl", "Cl", "Cl", "Cl"],
  "positions_angstrom": [[1.897967, -0.908473, -1.178507], [1.085069, -0.366577, 0.025939], [1.165251, -1.164446, 1.335505], [2.541839, -1.391878, 2.014474], [3.665541, -2.124164, 1.256688], [4.833995, -1.196130, 0.734668], [5.147705, 0.013497, 1.621073], [4.260043, 1.244746, 1.342395], [3.755136, 1.758152, 2.561303], [2.447811, 2.263653, 2.446832], [2.102333, -2.402496, 3.035783], [0.808327, -2.790273, 2.966477], [0.216692, -3.296067, 3.835892], [0.273545, -2.414421, 1.549725], [-1.181231, -1.932044, 1.737608], [-2.301920, -2.957332, 1.484282], [-3.543838, -2.502192, 2.263193], [-3.944759, -1.063141, 1.930100], [-5.222703, -0.936079, 1.176870], [0.543695, -3.708694, 0.751432], [-0.044264, -3.769470, -0.984525], [-0.997560, -4.854340, -1.088193], [1.196740, -4.151920, -1.941049], [-0.743206, -2.413998, -1.479558], [2.109153, -1.967692, -1.137182], [1.328602, -0.703791, -2.088113], [2.799822, -0.315817, -1.276054], [0.051567, -0.288429, -0.293497], [1.424428, 0.649893, 0.206122], [0.704093, -0.464556, 2.046242], [2.816020, -0.557200, 2.648774], [3.330907, -2.722521, 0.417765], [4.108962, -2.834187, 1.970318], [5.736807, -1.825332, 0.685714], [4.611057, -0.903230, -0.288415], [5.003949, -0.299038, 2.651178], [6.180145, 0.321933, 1.481296], [3.464115, 0.908844, 0.675849], [4.830452, 2.006026, 0.807499], [2.309394, 2.895093, 1.567392], [2.275087, 2.904002, 3.309935], [1.688727, 1.482202, 2.499295], [2.465592, -2.282922, 3.969759], [-1.265413, -1.604345, 2.769384], [-1.339006, -1.076850, 1.085721], [-2.588247, -3.036108, 0.439656], [-2.015028, -3.925754, 1.876846], [-3.397042, -2.591614, 3.336985], [-4.398400, -3.137088, 2.038236], [-3.182122, -0.528619, 1.359486], [-4.078400, -0.531887, 2.868239], [-4.909991, -0.887429, 0.213334], [-5.548872, 0.006294, 1.366763], [0.085996, -4.552481, 1.250055], [1.612250, -3.908920, 0.749361], [1.424507, -3.412915, -2.525537], [-1.688202, -2.626272, -1.485099], [2.505686, 1.319806, -3.449814], [2.729307, 1.942541, -1.809624], [3.558158, 2.204619, -4.560930], [2.928558, -0.396748, -3.488154], [0.810022, 1.517051, -3.916373], [7.424481, -4.105041, 2.565944], [6.428694, -3.017111, 3.543325], [6.572706, -4.495680, 1.064972], [8.955862, -3.307966, 2.192247], [7.736729, -5.594092, 3.460898], [-4.042196, -7.338486, -1.838486], [-4.320726, -8.057850, -0.247118], [-5.170065, -8.044478, -3.006574], [-4.311139, -5.594335, -1.747365], [-2.386035, -7.660989, -2.348786], [-0.314457, 5.014340, -5.977046], [-1.740645, 4.550726, -5.038913], [-0.058271, 6.758567, -5.831245], [1.098626, 4.151419, -5.356124], [-0.562619, 4.593540, -7.674924], [-3.597812, 2.365602, -1.693685], [-3.131246, 3.712472, -0.652184], [-2.158618, 1.770026, -2.521752], [-4.234745, 1.047938, -0.705429], [-4.812765, 2.903700, -2.868435], [-6.454167, 4.472412, 1.694842], [-6.047026, 5.157981, 3.273155], [-5.492186, 5.266341, 0.443627], [-6.104238, 2.741653, 1.702449], [-8.172236, 4.724159, 1.366715], [-4.636796, 7.730741, -2.785454], [-4.126345, 8.370685, -1.217775], [-3.693884, 8.503815, -4.064736], [-4.336292, 5.990435, -2.807147], [-6.354912, 8.049109, -3.038456], [0.320080, 5.927055, -1.051052], [-1.292256, 6.654453, -1.060142], [1.480614, 7.069812, -0.365994], [0.299123, 4.451799, -0.073116], [0.789957, 5.524792, -2.707045]],
  "atomic_forces_ev_per_a": [[-1.520, 0.939, 1.353], [0.638, -1.146, -0.344], [-0.164, 1.291, -0.198], [-1.165, -2.750, 0.491], [1.644, 1.523, 0.074], [-0.178, -0.818, 0.231], [-0.228, 0.164, -0.426], [0.245, -0.937, 0.149], [-0.100, -0.059, -0.244], [-0.042, 0.600, 0.620], [0.535, 0.877, 0.230], [1.480, 1.763, -2.957], [-2.348, -1.998, 2.898], [0.628, 0.019, 1.174], [0.118, -0.959, -0.922], [-0.255, 0.612, 1.143], [-0.248, 0.080, -0.534], [-0.585, 0.274, 0.296], [0.698, -0.003, 0.139], [0.288, 1.444, -1.012], [-0.133, -1.707, 0.592], [-1.388, -1.169, 0.009], [0.053, 1.622, 0.046], [0.849, 0.457, 0.063], [0.243, -0.192, 0.058], [-0.291, -0.330, 0.785], [0.038, -0.773, 0.579], [-0.266, -0.013, 0.174], [-0.047, 0.127, 0.163], [-0.146, -0.073, 0.085], [0.576, 0.503, -0.693], [-0.373, -0.029, -0.035], [-0.137, 0.306, -0.201], [-0.295, 0.181, -0.103], [0.096, 0.248, -0.150], [0.175, 0.219, 0.278], [0.217, -0.206, 0.163], [-0.326, 0.174, 0.094], [-0.010, 0.204, 0.000], [0.008, -0.119, -0.233], [0.046, 0.059, 0.097], [-0.040, -0.213, -0.317], [0.106, -0.295, 0.050], [-0.041, 0.190, 0.123], [0.058, 0.126, 0.018], [0.231, -0.207, -0.220], [0.098, -0.299, -0.249], [0.327, -0.040, 0.091], [-0.071, -0.128, -0.110], [0.221, -0.108, 0.305], [0.031, 0.219, 0.083], [-0.652, -0.493, -0.179], [-0.336, -0.118, -0.018], [-0.368, -0.163, -0.108], [0.138, 0.026, -0.021], [0.175, -0.250, -0.059], [0.003, 0.039, -0.169], [-0.061, -0.207, 0.054], [0.096, 0.647, -0.237], [-0.057, -0.043, 0.069], [1.436, 0.465, -2.738], [0.172, -0.541, 0.261], [0.016, -0.035, -0.003], [0.052, -0.040, 0.032], [0.042, -0.024, 0.038], [-0.040, -0.011, -0.031], [-0.022, 0.057, 0.004], [0.131, 0.015, -0.005], [-0.010, 0.014, -0.017], [-0.014, 0.004, 0.012], [-0.034, -0.031, 0.001], [-0.087, 0.022, 0.019], [-0.057, 0.105, -0.028], [0.007, -0.015, -0.033], [-0.030, -0.033, -0.067], [-0.004, 0.489, -0.725], [0.019, 0.000, 0.058], [0.206, 0.050, 0.053], [0.306, -0.480, -0.219], [0.054, 0.012, -0.173], [-0.020, 0.395, -0.264], [0.145, -0.296, 0.150], [-0.045, 0.190, 0.039], [-0.010, -0.021, -0.034], [-0.507, 0.242, 0.245], [-0.009, 0.022, 0.021], [0.048, -0.024, 0.006], [0.123, 0.015, -0.101], [-0.116, 0.092, 0.055], [-0.015, -0.015, 0.009], [-0.180, 0.248, -0.115], [0.083, -0.030, 0.059], [0.014, 0.067, -0.074], [0.155, 0.002, 0.021], [-0.018, -0.022, 0.008], [0.023, -0.005, 0.000], [-0.009, 0.027, 0.503]]
}